The following is a DFT calculation (ωB97M-V/def2-TZVPD) of C5H10O in the gas phase.

Summary:
HOMO energy: -0.365 Ha
ΔE to the lowest compared entry with this formula, charge and spin: 1.015 eV
Lowest unoccupied orbital energy: 1.0300 eV
Structure (SMILES): CC1(O)CCC1

The geometry in ORCA input format:
```
! RIJCOSX wB97M-V def2-TZVPD def2/J DEFGRID3
* xyz 0 1
O -0.8499 1.0762 1.4060
C 0.0895 -1.1505 1.3167
C 1.0303 0.7842 -0.2022
C 0.4531 0.2730 -1.5109
C -0.8654 -0.1187 -0.8136
C -0.1739 0.1426 0.5642
H -1.7020 1.2844 0.9981
H 0.7322 -0.9109 2.1641
H 0.5928 -1.8743 0.6622
H 0.9914 1.8587 -0.0172
H 0.9939 -0.6370 -1.7843
H 0.3949 0.9999 -2.3180
H -1.7153 0.5292 -1.0678
H -1.2181 -1.1448 -0.9940
H -0.8404 -1.6148 1.6783
H 2.0871 0.5027 -0.0816
*
```



The following is a DFT calculation (ωB97M-V/def2-TZVPD) of 2 unconnected molecules or ions with the total composition C5H10O at a distorted geometry.

Summary:
HOMO energy: -0.282 Ha
ΔE to the lowest compared entry with this formula, charge and spin: 3.108 eV
Lowest unoccupied orbital energy: 0.3892 eV
Structure (SMILES): C=C/C=C/C.O

The geometry in ORCA input format:
```
! RIJCOSX wB97M-V def2-TZVPD def2/J DEFGRID3
* xyz 0 1
O 2.2975 3.1777 0.6942
C -0.0656 -1.2069 -0.9460
C -0.5828 -0.6925 1.3696
C -1.2354 0.0502 2.3250
C -0.9271 -0.7192 -0.0245
C -0.0987 -0.8070 -2.3847
H -0.3494 -1.6879 -3.0117
H 2.5755 2.4787 1.2915
H -1.8788 -0.3066 -0.3588
H 0.6813 -1.9389 -0.6869
H 0.8545 -0.4031 -2.7215
H 0.3433 -1.1623 1.7252
H -0.7833 0.7606 3.0060
H -2.2800 -0.1904 2.4958
H 2.3584 2.7549 -0.1749
H -0.9093 -0.1073 -2.5982
*
```